36
Properties=species:S:1:pos:R:3:forces:R:3:mulliken_charge:R:1 method="wB97M-V/def2-TZVPD" homo_energy_ev="-5.85 / -5.76" charge=-1 multiplicity=2 de_lowest_kcal_mol=49.8 e_lumo_ev="-1.13 / -1.23" gap_ev="4.721 / 4.529"
Sb 0.583396 5.137722 -1.839094 0.6 0.1 -0.4 0.450
Pd -0.107474 1.931401 -0.831743 -0.2 -0.3 0.8 1.444
Se -0.057639 0.246590 -2.475212 0.0 -0.5 -0.4 -0.071
As 3.215890 2.345757 0.076767 0.0 0.2 0.2 1.935
S -1.389055 3.319229 0.416699 0.0 -0.1 0.0 -0.003
S -0.630987 6.762105 -2.802584 -0.2 0.1 0.1 -0.572
S -0.765013 3.267660 -2.518258 -0.2 0.3 -0.4 -0.485
S -1.013605 5.172179 0.402816 -0.1 0.2 0.2 -0.008
F -3.898574 -1.648488 -0.756878 0.0 0.0 0.0 -0.400
F 2.083759 1.022078 0.356266 -0.1 0.2 0.1 -0.536
F 4.413580 1.221402 -0.452414 0.0 -0.1 0.0 -0.507
F 2.607297 2.438298 -1.555347 -0.1 0.0 -0.1 -0.457
F -0.826822 -1.313193 3.712466 0.0 0.0 0.0 -0.320
F 3.779306 2.232136 1.697894 0.0 -0.1 0.0 -0.495
F -0.415329 0.418983 1.688646 -0.1 0.0 0.0 -0.355
F 4.232714 3.699399 -0.236879 0.1 0.0 0.0 -0.490
F 1.933555 3.426613 0.602795 0.0 0.0 -0.1 -0.425
F -2.774745 -3.217075 3.537562 0.0 0.0 0.0 -0.339
F -4.291277 -3.365968 1.280342 0.0 0.0 0.0 -0.328
O -1.966410 0.314899 -0.574041 -0.1 0.1 0.0 -0.795
N 1.337933 -3.598573 -0.175335 0.0 0.0 0.0 -0.637
C -3.145189 -1.527826 0.349901 0.0 0.0 -0.1 0.139
C -1.393288 -0.502303 1.573474 0.0 0.0 0.1 0.365
C -2.569201 -2.357947 2.527040 0.0 0.0 0.0 0.737
C -1.586341 -1.388806 2.613033 0.1 0.0 0.0 -0.091
C 2.163711 -2.568112 -0.344499 0.0 0.0 0.0 -0.411
C -0.325777 -2.379316 -1.397006 0.0 0.0 0.0 -0.412
C 0.543079 -1.304182 -1.534572 0.1 0.1 0.0 0.413
C 0.121174 -3.494907 -0.706364 0.0 0.0 0.0 -0.408
C 1.825907 -1.401419 -1.016779 0.0 -0.1 0.0 -0.127
C -2.165739 -0.513948 0.395889 0.2 -0.1 -0.1 0.397
C -3.345564 -2.420449 1.381614 0.0 0.0 0.0 0.175
H -1.326797 -2.345118 -1.806010 0.0 0.0 0.0 0.450
H 2.543259 -0.600063 -1.112550 0.0 0.0 0.0 0.373
H 3.151023 -2.664966 0.093042 0.0 0.0 0.0 0.399
H -0.540758 -4.343800 -0.570689 0.0 0.0 0.0 0.395



23
Properties=species:S:1:pos:R:3:forces:R:3:mulliken_charge:R:1 method="wB97M-V/def2-TZVPD" homo_energy_ev=-8.16 e_lumo_ev=0.54 gap_ev=8.693
Cl 2.391259 2.896214 -1.420736 0.4 0.2 -0.8 -0.231
O -2.159841 -1.688780 -0.439171 2.2 2.2 2.9 -0.636
C -0.075924 -0.126999 -0.295045 -0.3 -1.3 -2.1 0.354
C -0.970345 -1.592749 -2.564557 2.0 -3.4 0.3 -1.095
C 1.444413 2.090541 0.930091 -0.3 -0.9 0.1 -0.790
C -0.888665 -0.686306 1.998355 -1.5 -0.7 1.0 -1.359
C 0.859253 0.678600 -1.125267 0.4 0.9 1.8 -0.716
C 1.063813 0.746733 1.672538 -1.0 3.8 1.4 -1.119
C 0.055592 -0.104871 1.019336 -0.5 0.3 0.8 0.738
C 1.461750 1.739978 -0.549264 -0.2 0.0 0.1 0.259
B -1.065625 -1.132031 -1.059985 -0.5 0.2 -0.1 0.512
H -2.675483 -2.162435 -1.008869 -2.0 -2.0 -2.3 0.303
H -1.839360 -1.037789 1.541579 0.8 0.3 0.3 0.327
H -0.983210 -0.893013 -3.317009 -0.2 2.1 -1.6 0.418
H 0.050237 -2.124439 -2.776219 -1.5 0.8 0.6 0.293
H 1.054647 0.384967 -2.131785 -0.1 0.2 -0.6 0.438
H 1.845830 0.200666 2.074046 2.2 -1.2 0.1 0.482
H 2.440790 2.530199 1.228349 -1.0 -0.8 -0.3 0.351
H -0.500647 -1.573032 2.597041 -0.2 1.3 -0.5 0.249
H -1.137664 0.198839 2.656737 0.1 -1.4 -0.2 0.343
H 0.702090 2.898753 1.212979 0.6 -0.9 -0.7 0.291
H -1.707636 -2.388538 -2.874303 0.5 0.8 0.5 0.297
H 0.634725 1.145491 2.631161 0.0 -0.5 -0.7 0.292



65
Properties=species:S:1:pos:R:3:forces:R:3:mulliken_charge:R:1 method="wB97M-V/def2-TZVPD" homo_energy_ev=-8.69 e_lumo_ev=0.29 gap_ev=8.980
S 0.885380 6.836840 -1.862226 0.0 0.1 0.0 0.336
S 0.531104 2.517388 -5.552052 -0.1 0.0 0.1 0.475
S -1.559740 -4.504925 2.521355 -0.1 0.0 0.0 0.631
S 2.087370 -7.355549 2.810946 -0.1 0.0 0.0 0.584
P 0.284873 -1.331838 -1.419125 0.4 0.9 0.1 0.369
O -1.350522 -1.263932 0.668048 0.0 0.2 0.0 -0.385
O 0.419584 3.994245 -5.380137 0.0 0.1 -0.1 -0.578
O 0.647252 5.986910 -0.660309 0.0 0.0 0.0 -0.538
O 1.114831 -0.467036 -2.286711 -0.1 -0.2 -0.2 -0.622
O -2.503214 -0.881951 2.554422 0.6 -0.3 -0.5 -0.546
O -0.437624 -4.117287 3.424137 0.1 0.1 0.0 -0.624
O 2.691455 -8.682077 3.092121 0.1 0.0 0.0 -0.670
N -0.654053 0.895920 -0.095006 0.0 0.0 0.2 -0.127
C -0.631387 3.224713 0.875081 0.4 0.0 0.4 -0.511
C 0.774329 3.967506 2.888642 -0.1 0.2 -0.1 -1.130
C -0.700268 7.014131 -2.686808 -0.1 0.0 0.0 -0.906
C 1.608014 5.778145 -3.107663 0.1 -0.1 0.0 -0.597
C -1.683025 -6.291234 2.594738 0.0 -0.1 0.0 -0.888
C 2.991201 -6.139585 3.771299 0.0 0.1 0.0 -0.954
C -1.468509 -1.173241 2.018344 -0.8 0.1 0.7 0.042
C -0.543004 2.086512 -6.925649 -0.1 -0.1 0.0 -0.984
C -3.086793 -4.151311 3.394560 0.0 0.0 0.1 -0.930
C -0.485697 1.815401 -4.257568 -0.1 -0.1 0.1 -0.915
C -0.282421 -0.473312 0.113996 0.2 0.0 -0.1 -0.280
C -0.644222 3.816269 2.293138 0.0 -0.3 0.2 -0.667
C -0.060153 1.801690 0.901688 0.0 0.0 0.3 -0.509
C 2.703284 -6.828501 1.205981 0.0 0.1 0.0 -0.926
H 0.594681 -0.494000 0.781594 -0.1 -0.1 0.0 0.478
H 0.976083 4.904706 -3.238059 0.0 0.0 -0.1 -0.040
H 0.999734 -2.404901 -0.855039 -0.3 -0.3 -0.1 -0.001
H -3.927233 -4.522640 2.808358 0.0 0.0 0.0 0.352
H 0.934206 4.978255 3.275476 0.0 -0.2 0.0 0.336
H 2.777667 -6.328638 4.820705 0.0 0.0 0.0 0.316
H 1.686820 6.318339 -4.049791 0.0 0.0 0.0 0.355
H -0.893614 -1.843074 -1.994350 0.0 -0.2 0.1 0.088
H -0.214387 1.390156 1.916515 0.0 0.0 -0.1 0.288
H -1.644672 3.217795 0.460893 0.1 0.1 -0.1 0.390
H -1.156601 4.780148 2.292193 0.1 0.0 -0.1 0.443
H 2.383351 -5.803518 1.016231 0.0 0.0 0.0 0.276
H -1.756890 -6.611427 3.633673 0.0 0.0 0.0 0.317
H 1.540292 3.816505 2.121217 -0.1 0.0 0.1 0.305
H -0.772695 -6.689498 2.154202 0.0 0.0 0.0 0.158
H 0.949837 3.268420 3.710546 0.1 0.0 -0.1 0.301
H -0.101372 2.498733 -7.830231 0.0 0.0 0.0 0.335
H -3.165010 -3.071817 3.504495 0.0 0.0 0.0 0.280
H -3.056392 -4.627285 4.374519 0.0 0.0 0.0 0.343
H -1.461228 2.302824 -4.270578 0.0 0.0 -0.1 0.387
H -1.664882 0.970065 -0.070069 0.0 0.0 -0.2 0.299
H -1.229242 3.149666 2.941594 0.0 0.2 -0.1 0.385
H 3.790452 -6.902754 1.194358 0.0 0.0 0.0 0.381
H 0.012244 1.997999 -3.307151 0.0 0.0 0.0 0.205
H -0.584134 0.739550 -4.399341 0.1 0.0 0.0 0.401
H -1.342890 7.611493 -2.043352 0.0 0.0 0.0 0.331
H -0.554390 7.521825 -3.639791 0.0 0.0 0.0 0.384
H 2.279231 -7.493288 0.456340 0.0 0.0 0.0 0.310
H 2.645047 -5.141502 3.502810 0.0 0.0 0.0 0.307
H 0.019157 3.879546 0.292430 -0.3 -0.1 -0.4 0.213
H 1.020610 1.818345 0.732289 -0.1 0.0 0.0 0.263
H -1.529598 2.519665 -6.762148 0.0 0.0 0.0 0.300
H -1.134938 6.027093 -2.842765 0.0 0.0 0.0 0.244
H 2.598410 5.480199 -2.768415 0.0 0.1 0.1 0.384
H 4.058286 -6.252646 3.580615 0.0 0.0 0.0 0.373
H -0.604241 1.001399 -7.007521 0.0 0.0 0.0 0.372
H -0.569726 -1.454230 2.587303 0.2 0.1 -0.2 0.590
H -2.550013 -6.625393 2.025008 0.0 0.0 0.0 0.404